# C4H10O2

2 unconnected molecules or ions with the total composition C4H10O2 (ωB97M-V with the def2-TZVPD basis set, the OMol25 dataset).

```
! RIJCOSX wB97M-V def2-TZVPD def2/J DEFGRID3
* xyz 0 1
C -1.518 1.315 0.112
O -0.662 0.237 0.419
C 0.703 0.486 0.101
C 1.558 -0.290 1.090
C 0.178 -1.880 -1.736
O -1.059 -1.459 -1.784
H -1.267 2.186 0.731
H -1.451 1.599 -0.946
H -2.547 1.012 0.331
H 0.925 1.564 0.156
H 1.515 0.160 2.086
H 2.598 -0.326 0.755
H 1.198 -1.319 1.184
H 0.910 0.181 -0.942
H 0.381 -2.118 -0.655
H -1.463 -1.348 -0.900
*
```

Molecular weight (u): 90.122
LUMO energy (eV): 0.86
HOMO level (eV): -8.612
Kohn-Sham gap (eV): 9.5


# C4H10O2

C4H10O2 in the gas phase at a distorted geometry (ωB97M-V with the def2-TZVPD basis set, the OMol25 dataset).

```
! RIJCOSX wB97M-V def2-TZVPD def2/J DEFGRID3
* xyz 0 1
C -0.283 0.941 -1.801
O -0.474 0.692 -0.426
C 0.648 0.166 0.198
C 0.709 0.488 1.675
C 0.444 -1.564 0.038
O -0.420 -1.925 -0.982
H 0.384 1.804 -1.940
H 0.122 0.077 -2.346
H -1.273 1.179 -2.192
H 1.575 0.615 -0.279
H 0.868 1.552 1.882
H 1.523 -0.074 2.153
H -0.235 0.183 2.129
H 1.441 -1.311 -0.179
H 0.074 -1.879 1.008
H -1.254 -1.484 -0.744
*
```

Molecular weight (u): 90.122
LUMO energy (eV): 1.03
HOMO level (eV): -8.669
SMILES: CO[C@@H](C)CO
Kohn-Sham gap (eV): 9.7


# C4H10O2

2 unconnected molecules or ions with the total composition C4H10O2 (ωB97M-V with the def2-TZVPD basis set, the OMol25 dataset).

```
! RIJCOSX wB97M-V def2-TZVPD def2/J DEFGRID3
* xyz 0 1
C -2.112 -0.408 -0.356
C -1.262 0.112 0.806
C -0.020 -0.631 1.211
O 1.053 -0.454 -0.401
C 1.793 0.759 -0.194
O 3.013 0.713 -0.848
H -3.036 0.170 -0.480
H -1.553 -0.363 -1.297
H -2.390 -1.455 -0.185
H -1.060 1.186 0.687
H -1.842 0.048 1.745
H -0.223 -1.697 0.967
H 1.669 -1.170 -0.178
H 1.981 0.868 0.876
H 1.132 1.553 -0.555
H 2.857 0.769 -1.799
*
```

Molecular weight (u): 90.122
LUMO energy (eV): 0.60
HOMO level (eV): -7.762
Kohn-Sham gap (eV): 8.4


# C4H10O2

2 unconnected molecules or ions with the total composition C4H10O2 at a distorted geometry (ωB97M-V with the def2-TZVPD basis set, the OMol25 dataset).

```
! RIJCOSX wB97M-V def2-TZVPD def2/J DEFGRID3
* xyz 0 1
O -1.881 2.262 0.951
C -2.373 1.186 1.169
O -3.077 0.338 0.480
H -2.014 0.594 2.118
H -3.422 -0.387 0.986
C 3.617 -1.104 -0.632
C 2.148 -0.607 -0.590
C 1.121 -1.509 -1.224
H 3.567 -2.134 -0.271
H 4.330 -0.528 0.004
H 3.712 -1.029 -1.697
H 2.083 0.471 -1.101
H 1.851 -0.474 0.527
H 0.105 -1.076 -1.256
H 1.379 -1.579 -2.409
H 0.994 -2.452 -0.687
*
```

Molecular weight (u): 90.122
LUMO energy (eV): 0.44
HOMO level (eV): -10.659
SMILES: O=CO.CCC
Kohn-Sham gap (eV): 11.1


# C4H10O2P

2 unconnected molecules or ions with the total composition C4H10O2P at a distorted geometry (ωB97M-V with the def2-TZVPD basis set, the OMol25 dataset).

```
! RIJCOSX wB97M-V def2-TZVPD def2/J DEFGRID3
* xyz -1 1
C 0.766 -1.732 -1.341
C -0.927 0.462 0.054
C 1.209 1.197 1.199
C 0.256 0.012 0.867
O 2.738 -1.318 0.693
O -3.033 -1.749 -0.100
P 1.263 -1.419 0.263
H 1.358 -2.331 -2.031
H -0.200 -2.149 -1.571
H -1.568 1.231 0.336
H -0.568 0.866 -0.844
H -1.648 -0.427 -0.095
H 1.245 1.737 0.326
H 2.222 0.960 1.577
H 0.510 1.834 1.782
H -0.006 -0.400 1.836
H -2.337 -2.259 0.485
*
```

Molecular weight (u): 121.096
LUMO energy (alpha / beta) (eV): 2.55 / 2.55
HOMO level (alpha / beta) (eV): -2.834 / -2.834
Kohn-Sham gap (alpha / beta) (eV): 5.4 / 5.4


# C4H10O2S

2 unconnected molecules or ions with the total composition C4H10O2S at a distorted geometry (ωB97M-V with the def2-TZVPD basis set, the OMol25 dataset).

```
! RIJCOSX wB97M-V def2-TZVPD def2/J DEFGRID3
* xyz 0 1
O -1.994 -0.994 -0.931
C -2.151 -0.346 0.247
O -3.100 -0.866 1.082
S -2.826 1.444 -0.167
H -2.708 -1.335 -1.466
H -1.077 -0.167 0.658
H -3.023 -0.478 1.936
H -4.095 1.426 0.348
C 1.855 0.813 1.015
C 1.148 0.454 -0.011
C 1.303 -0.823 -0.627
H 2.429 -0.022 1.386
H 1.879 1.694 1.515
H 0.494 1.100 -0.566
H 0.327 -1.304 -0.484
H 1.449 -0.773 -1.717
H 2.134 -1.338 -0.201
*
```

Molecular weight (u): 122.189
LUMO energy (eV): 0.61
HOMO level (eV): -9.153
SMILES: OC(O)S.C=CC
Kohn-Sham gap (eV): 9.8


# C4H10O2S2

2 unconnected molecules or ions with the total composition C4H10O2S2 at a distorted geometry (ωB97M-V with the def2-TZVPD basis set, the OMol25 dataset).

```
! RIJCOSX wB97M-V def2-TZVPD def2/J DEFGRID3
* xyz 0 1
C -2.313 -1.349 2.898
C -1.290 -0.766 1.970
O -0.191 -1.218 1.740
O -1.749 0.374 1.389
H -1.925 -2.272 3.361
H -3.237 -1.593 2.348
H -2.559 -0.631 3.698
H -1.011 0.684 0.797
C 0.199 -0.348 -2.728
S 1.186 1.036 -3.339
S 1.289 2.245 -1.701
C 2.687 1.545 -0.798
H 0.055 -1.047 -3.569
H -0.792 -0.012 -2.377
H 0.700 -0.885 -1.906
H 2.496 0.508 -0.477
H 3.608 1.562 -1.405
H 2.846 2.167 0.099
*
```

Molecular weight (u): 154.256
LUMO energy (eV): 0.65
HOMO level (eV): -8.991
SMILES: CC(=O)O.CSSC
Kohn-Sham gap (eV): 9.6


# C4H10O3

C4H10O3 in the gas phase (ωB97M-V with the def2-TZVPD basis set, the OMol25 dataset).

```
! RIJCOSX wB97M-V def2-TZVPD def2/J DEFGRID3
* xyz 0 1
C -1.389 -0.298 -0.870
O -0.789 0.471 0.196
C -0.355 1.995 -0.105
C 0.303 -0.135 0.957
O -0.037 -1.441 1.279
C 1.623 -0.159 0.209
O 1.574 -0.964 -0.949
H -1.819 -1.215 -0.460
H -0.643 -0.524 -1.632
H -2.177 0.341 -1.268
H -0.111 1.879 -1.178
H -1.362 2.443 -0.079
H 0.369 0.539 1.815
H -0.764 -1.425 1.915
H 2.383 -0.514 0.922
H 1.865 0.861 -0.090
H 1.330 -1.855 -0.661
*
```

Molecular weight (u): 106.121
LUMO energy (eV): 0.38
HOMO level (eV): -7.344
Kohn-Sham gap (eV): 7.7


# C4H10O3

2 unconnected molecules or ions with the total composition C4H10O3 at a distorted geometry (ωB97M-V with the def2-TZVPD basis set, the OMol25 dataset).

```
! RIJCOSX wB97M-V def2-TZVPD def2/J DEFGRID3
* xyz 1 2
O -3.088 -0.780 0.215
C -2.192 -1.584 0.253
C -1.064 -1.412 1.195
C -0.402 -0.111 1.217
C 1.141 -0.209 1.339
O -0.554 0.688 -0.007
H -2.323 -2.687 -0.150
H -0.246 -2.173 0.992
H -1.373 -1.823 2.193
H -0.756 0.475 2.134
H 1.482 -0.679 0.383
H 1.564 -0.611 2.278
H 1.455 0.792 1.330
H -1.474 0.433 -0.409
H 2.224 3.412 -3.714
H 2.899 2.675 -4.754
O 2.706 3.594 -4.494
*
```

Molecular weight (u): 106.121
LUMO energy (alpha / beta) (eV): -4.83 / -10.34
<S²>: 0.757
HOMO level (alpha / beta) (eV): -13.545 / -13.545
Kohn-Sham gap (alpha / beta) (eV): 8.7 / 3.2


# C4H10O3

3 unconnected molecules or ions with the total composition C4H10O3 at a distorted geometry (ωB97M-V with the def2-TZVPD basis set, the OMol25 dataset).

```
! RIJCOSX wB97M-V def2-TZVPD def2/J DEFGRID3
* xyz 1 2
C 0.547 -1.871 0.104
C -0.449 -0.996 -0.292
O -1.109 -1.184 -1.430
C -0.758 0.316 0.303
C -1.960 0.777 0.626
H 1.280 -2.083 -0.676
H 0.530 -2.439 1.020
H -1.272 -2.138 -1.545
H 0.070 0.872 0.711
H -2.877 0.214 0.802
H -2.133 1.787 0.962
H 2.143 1.372 1.261
H 2.142 -0.096 0.854
O 2.174 0.478 1.635
H 1.039 1.880 -0.859
H 0.004 1.184 -1.762
O 0.628 1.926 -1.715
*
```

Molecular weight (u): 106.121
LUMO energy (alpha / beta) (eV): -6.33 / -7.75
<S²>: 0.754
HOMO level (alpha / beta) (eV): -15.226 / -15.230
Kohn-Sham gap (alpha / beta) (eV): 8.9 / 7.5


# C4H10O4

A molecular structure, C4H10O4 at a distorted geometry (ωB97M-V with the def2-TZVPD basis set, the OMol25 dataset).

```
! RIJCOSX wB97M-V def2-TZVPD def2/J DEFGRID3
* xyz 0 1
C -0.368 1.056 0.639
C -1.173 0.175 1.544
C 1.012 1.222 0.760
O -1.035 1.947 -0.126
H -1.965 1.698 -0.204
H -0.304 -0.258 -0.760
H -0.547 -0.589 1.997
H 1.447 0.890 1.695
H -1.639 0.781 2.324
H -1.953 -0.349 0.986
H 1.411 2.155 0.380
H 1.525 0.254 -0.120
C 0.393 -1.047 -1.213
O 0.093 -1.104 -2.584
O -0.055 -2.215 -0.561
O 1.642 -0.694 -0.947
H 0.582 -2.913 -0.758
H 0.934 -1.011 -3.051
*
```

Molecular weight (u): 122.120
LUMO energy (eV): 0.35
HOMO level (eV): -9.400
Kohn-Sham gap (eV): 9.7


# C4H10O4

3 unconnected molecules or ions with the total composition C4H10O4 at a distorted geometry (ωB97M-V with the def2-TZVPD basis set, the OMol25 dataset).

```
! RIJCOSX wB97M-V def2-TZVPD def2/J DEFGRID3
* xyz 0 1
O -1.095 -0.363 -1.701
C 0.091 -0.592 -1.997
C 0.950 -1.032 -0.779
C 0.649 -0.176 0.406
C 1.367 1.135 0.139
O 2.478 0.894 -0.256
H 0.481 -0.632 -3.066
H 0.609 -2.073 -0.519
H 2.019 -1.273 -1.030
H 0.987 -0.455 1.271
H -0.547 -0.077 0.406
H 0.884 2.135 0.305
O -1.458 1.632 0.047
H -2.372 1.829 -0.157
H -1.307 0.831 -0.632
O -1.292 -0.503 2.843
H -1.557 -1.301 2.409
H -0.887 0.021 2.312
*
```

Molecular weight (u): 122.120
LUMO energy (eV): -0.12
HOMO level (eV): -9.864
SMILES: O=CCCC=O.O.O
Kohn-Sham gap (eV): 9.7


# C4H10OS

2 unconnected molecules or ions with the total composition C4H10OS at a distorted geometry (ωB97M-V with the def2-TZVPD basis set, the OMol25 dataset).

```
! RIJCOSX wB97M-V def2-TZVPD def2/J DEFGRID3
* xyz -1 2
C -0.030 -1.865 -0.513
O -0.813 -2.850 0.187
C -0.463 -0.540 0.047
C 0.340 0.713 -0.309
C 0.224 1.792 0.751
S 1.476 3.097 0.200
H -0.324 -1.941 -1.595
H 1.023 -2.048 -0.296
H -0.400 -3.716 0.273
H -1.565 -0.497 -0.142
H -0.480 -0.566 1.137
H 1.402 0.402 -0.331
H 0.219 1.238 -1.276
H 0.518 1.542 1.805
H -0.867 2.028 0.763
H -0.261 3.212 -0.701
*
```

Molecular weight (u): 106.190
LUMO energy (alpha / beta) (eV): 3.11 / 3.10
<S²>: 0.755
HOMO level (alpha / beta) (eV): -1.076 / -2.946
Kohn-Sham gap (alpha / beta) (eV): 4.2 / 6.0


# C4H10OS

2 unconnected molecules or ions with the total composition C4H10OS at a distorted geometry (ωB97M-V with the def2-TZVPD basis set, the OMol25 dataset).

```
! RIJCOSX wB97M-V def2-TZVPD def2/J DEFGRID3
* xyz -1 2
C 1.185 0.974 -1.075
C 2.450 0.483 -0.390
S 2.078 -1.104 0.422
H 0.897 0.274 -1.853
H 0.312 0.945 -0.419
H 1.249 2.026 -1.357
H 2.795 1.185 0.361
H 3.236 0.322 -1.132
H 3.125 -1.179 1.294
C -2.699 -1.401 0.345
C -2.098 -0.372 0.916
O -2.557 0.932 0.849
H -2.164 -2.333 0.454
H -3.762 -1.354 0.172
H -1.162 -0.435 1.465
H -2.885 1.038 -0.051
*
```

Molecular weight (u): 106.190
LUMO energy (alpha / beta) (eV): 3.12 / 3.05
<S²>: 0.751
HOMO level (alpha / beta) (eV): 1.044 / -5.146
Kohn-Sham gap (alpha / beta) (eV): 2.1 / 8.2


# C4H10OS

2 unconnected molecules or ions with the total composition C4H10OS at a distorted geometry (ωB97M-V with the def2-TZVPD basis set, the OMol25 dataset).

```
! RIJCOSX wB97M-V def2-TZVPD def2/J DEFGRID3
* xyz 0 1
C -1.884 -0.009 0.185
O -2.781 -0.685 -0.692
C -0.521 -0.315 -0.496
C 0.685 0.234 0.237
C 2.068 0.106 -0.422
S 3.392 0.798 0.575
H -2.080 -0.424 1.178
H -1.931 1.088 0.177
H -3.660 -0.852 -0.346
H -0.334 -1.393 -0.530
H -0.587 0.011 -1.546
H 0.494 1.272 0.517
H 0.780 -0.276 1.188
H 1.974 0.616 -1.390
H 2.205 -0.955 -0.659
H 2.180 0.783 2.025
*
```

Molecular weight (u): 106.190
LUMO energy (eV): -0.27
HOMO level (eV): -9.040
Kohn-Sham gap (eV): 8.8